# 1
Molecular formula: C2H6IO2
Method: DFT, ωB97M-V/def2-TZVPD

Results
* relative energy (zero: lowest compared OMol25 entry of this formula, charge and spin): 11.6 kcal/mol
* charge: -1
* frontier orbital gap: 6.779 eV
* highest occupied orbital energy: -3.7 eV

Geometry (Å):
I (1.10, -2.84, -3.12)
C (-0.52, 0.90, 0.62)
C (-0.18, -0.45, 0.02)
O (1.05, -0.33, -0.67)
O (0.56, 1.46, 1.34)
H (-1.42, 0.74, 1.23)
H (-0.79, 1.55, -0.21)
H (-0.93, -0.75, -0.72)
H (-0.08, -1.20, 0.81)
H (1.03, -1.03, -1.37)
H (0.19, 1.96, 2.07)

These are the Löwdin partial charges, in e, on atoms 1 to 4:
1 I -0.594
2 C -0.281
3 C -0.286
4 O -0.156

=====

# 2
Molecular formula: C6H10O
Method: DFT, ωB97M-V/def2-TZVPD

Results
* relative energy (zero: lowest compared OMol25 entry of this formula, charge and spin): 56.9 kcal/mol
* structure (SMILES): C=C/C=C/C=C.O
* frontier orbital gap: 8.385 eV
* highest occupied orbital energy: -8.2 eV

Geometry (Å):
C (-0.74, 1.65, -0.84)
C (-1.70, 1.66, -1.78)
C (-0.97, -0.81, -0.03)
C (-0.36, 0.38, -0.21)
C (-0.83, -3.16, 0.76)
C (-0.29, -1.93, 0.56)
H (-0.11, 2.51, -0.74)
H (-2.02, 2.48, -2.40)
H (-2.26, 0.73, -1.94)
H (-1.93, -1.10, -0.45)
H (0.73, 0.29, -0.20)
H (-1.61, -3.38, 0.02)
H (-0.47, -3.82, 1.54)
H (0.72, -1.84, 0.98)
H (3.48, 1.47, 1.46)
H (4.22, 2.74, 2.01)
O (4.13, 2.13, 1.26)

These are the Löwdin partial charges, in e, on atoms 1 to 4:
1 C -0.174
2 C 0.014
3 C -0.129
4 C -0.124

=====

# 3
Molecular formula: C5H15NO2
Method: DFT, ωB97M-V/def2-TZVPD

Results
* relative energy (zero: lowest compared OMol25 entry of this formula, charge and spin): 64.7 kcal/mol
* structure (SMILES): CCCNCCO.O
* frontier orbital gap: 10.088 eV
* highest occupied orbital energy: -9.4 eV

Geometry (Å):
C (-2.30, 0.29, 0.12)
C (-3.01, 1.65, 0.41)
C (-1.04, 0.33, -0.77)
N (0.31, 0.93, -0.23)
C (1.02, 0.11, 0.71)
C (2.42, -0.15, 0.14)
O (2.85, 1.05, -0.63)
H (-3.08, -0.30, -0.39)
H (-2.05, -0.06, 1.21)
H (-3.83, 1.43, 1.15)
H (-2.30, 2.25, 1.05)
H (-3.18, 2.14, -0.54)
H (-0.95, -0.68, -1.28)
H (-1.37, 0.86, -1.73)
H (0.01, 1.86, 0.10)
H (0.97, 0.68, 1.74)
H (0.55, -0.99, 0.82)
H (3.27, -0.34, 0.79)
H (2.33, -0.97, -0.61)
H (2.26, 1.28, -1.31)
H (-0.72, -3.26, -0.17)
H (0.59, -2.89, 0.14)
O (-0.01, -3.66, 0.25)

These are the Löwdin partial charges, in e, on atoms 1 to 4:
1 C -0.290
2 C -0.136
3 C -0.204
4 N -0.077

=====

# 4
Molecular formula: C9H14O2
Method: DFT, ωB97M-V/def2-TZVPD

Results
* relative energy (zero: lowest compared OMol25 entry of this formula, charge and spin): 12.8 kcal/mol
* charge: +1
* frontier orbital gap (alpha / beta): 9.668 / 6.055 eV
* highest occupied orbital energy (alpha / beta): -13.5 / -13.5 eV
* spin multiplicity: 2

Geometry (Å):
C (0.40, 2.57, 1.90)
C (-0.66, 2.51, 0.79)
O (1.41, 1.57, 1.79)
H (0.92, 3.52, 1.93)
H (-0.08, 2.50, 2.83)
H (-0.39, 1.68, 0.14)
H (1.09, 0.77, 2.20)
H (-0.89, 3.47, 0.34)
H (-1.56, 2.14, 1.24)
C (-0.29, -2.81, 1.47)
C (-1.38, -0.48, -1.24)
C (-0.12, -0.05, -1.71)
C (-1.44, -1.48, -0.31)
C (-0.25, -1.95, 0.27)
C (1.10, -0.43, -1.07)
C (1.02, -1.39, -0.12)
O (-0.10, 0.74, -2.75)
H (-2.28, -0.13, -1.72)
H (-2.41, -1.86, -0.05)
H (2.04, 0.05, -1.32)
H (0.64, 1.35, -2.79)
H (0.63, -3.31, 1.77)
H (-0.97, -3.66, 1.43)
H (1.85, -1.84, 0.41)
H (-0.60, -2.18, 2.31)

These are the Löwdin partial charges, in e, on atoms 1 to 4:
1 C -0.286
2 C -0.050
3 O -0.075
4 H 0.117

=====

# 5
Molecular formula: C5H6N2O
Method: DFT, ωB97M-V/def2-TZVPD

Results
* relative energy (zero: lowest compared OMol25 entry of this formula, charge and spin): 74.6 kcal/mol
* frontier orbital gap: 8.773 eV
* highest occupied orbital energy: -7.9 eV

Geometry (Å):
C (0.26, 1.16, -0.33)
C (1.76, -0.54, -0.20)
C (0.50, -0.99, -0.06)
C (-1.44, -1.01, 0.48)
C (-0.47, 0.05, -0.08)
H (-0.73, 2.77, -0.03)
H (0.88, 3.00, -0.19)
H (2.79, -0.98, -0.15)
H (-0.54, -2.77, -0.23)
H (-2.29, -1.33, -0.17)
H (-1.91, -0.71, 1.53)
N (0.01, 2.53, -0.60)
N (-0.33, -2.02, 0.51)
O (1.52, 0.85, -0.48)

These are the Löwdin partial charges, in e, on atoms 1 to 4:
1 C -0.381
2 C 0.013
3 C -0.294
4 C -0.136

=====

# 6
Molecular formula: C24H23BN4O10
Method: DFT, ωB97M-V/def2-TZVPD

Results
* frontier orbital gap: 8.370 eV
* highest occupied orbital energy: -8.9 eV

Geometry (Å):
C (1.58, 0.04, -1.53)
N (0.28, 0.00, -0.87)
C (-0.28, 0.78, 0.07)
N (0.27, 1.85, 0.63)
C (1.54, 2.43, 0.30)
C (1.61, 3.48, -0.61)
C (2.83, 4.05, -0.93)
C (3.99, 3.56, -0.33)
C (3.91, 2.51, 0.58)
C (2.69, 1.93, 0.90)
N (-1.49, 0.33, 0.42)
C (-1.69, -0.75, -0.33)
C (-2.93, -1.55, -0.27)
C (-4.11, -0.77, 0.31)
C (-4.93, -0.09, -0.76)
C (-5.71, -0.83, -1.65)
C (-6.47, -0.20, -2.62)
C (-6.48, 1.19, -2.73)
C (-5.71, 1.93, -1.84)
C (-4.94, 1.30, -0.87)
N (-0.65, -0.98, -1.13)
C (-0.53, -2.06, -2.10)
C (-0.78, -1.52, -3.50)
O (-0.73, -2.59, -4.43)
C (0.11, -2.33, -5.49)
O (-0.29, -1.94, -6.51)
H (2.36, 0.08, -0.78)
H (1.73, -0.84, -2.13)
H (1.67, 0.95, -2.12)
H (-0.26, 2.27, 1.38)
H (0.69, 3.85, -1.05)
H (2.86, 4.86, -1.63)
H (4.94, 4.00, -0.59)
H (4.81, 2.13, 1.04)
H (2.59, 1.09, 1.57)
H (-2.78, -2.46, 0.32)
H (-3.19, -1.88, -1.27)
H (-4.76, -1.44, 0.87)
H (-3.78, -0.02, 1.01)
H (-5.74, -1.91, -1.60)
H (-7.08, -0.78, -3.31)
H (-7.09, 1.67, -3.47)
H (-5.72, 3.01, -1.92)
H (-4.35, 1.89, -0.19)
H (0.48, -2.46, -2.02)
H (-1.23, -2.84, -1.85)
H (-1.76, -1.05, -3.51)
H (-0.07, -0.73, -3.73)
H (1.16, -2.56, -5.31)
B (4.11, -1.28, 5.06)
O (4.85, -2.53, 4.81)
C (6.08, -2.40, 5.30)
O (6.94, -3.23, 5.25)
C (6.21, -1.00, 5.90)
O (7.19, -0.54, 6.42)
O (5.05, -0.38, 5.75)
O (3.63, -0.68, 3.78)
C (2.32, -0.58, 3.82)
O (1.63, -0.14, 2.94)
C (1.83, -1.12, 5.17)
O (0.68, -1.17, 5.52)
O (2.89, -1.51, 5.86)

These are the Löwdin partial charges, in e, on atoms 1 to 4:
1 C 0.044
2 N 0.045
3 C -0.288
4 N 0.172